The following is a DFT calculation (ωB97M-V/def2-TZVPD) of an isolated molecule of C2H7O2P.

Each line ends with the Mulliken charge.
Cartesian coordinates (Å):
C1 0.49 1.12 0.73  -0.846
P1 -0.75 0.39 -0.43  0.437
O1 -2.33 0.35 0.31  -0.712
C2 -0.21 -1.30 -0.54  -0.352
O2 -0.42 -1.88 0.69  -0.499
H1 1.28 1.54 0.12  0.339
H2 -0.10 1.90 1.40  0.280
H3 0.68 0.38 1.50  0.321
H4 -0.84 0.98 -1.67  0.088
H5 -0.92 -1.96 -1.26  0.257
H6 0.83 -1.46 -0.95  0.319
H7 -1.28 -1.41 1.03  0.369

- 2S+1: 1
- Net charge: 0
- Energy relative to the best compared isomer or geometry (same formula, charge and spin): 2.236 eV
- Molar mass: 94.050 g/mol
- DFT total energy: -15569.547 eV
- E_HOMO: -9.55 eV
- LUMO level: 0.78 eV

***

The following is a DFT calculation (ωB97M-V/def2-TZVPD) of a structure of composition C2H7O3Sm.

Each line ends with the Mulliken charge.
Cartesian coordinates (Å):
O1 -0.28 -1.64 0.52  -0.716
Sm1 -1.93 -2.86 1.66  0.844
H1 0.21 -0.93 1.04  0.403
C1 0.50 -1.21 -1.07  -0.623
H2 0.36 -2.25 -1.39  0.242
H3 -0.21 -0.62 -1.67  0.322
H4 1.51 -1.23 -1.51  0.313
O2 1.32 0.90 -0.58  -0.612
C2 -0.34 2.01 0.60  -0.528
O3 0.73 1.11 0.71  -0.297
H5 -0.91 1.92 -0.34  0.211
H6 -1.03 1.76 1.41  0.203
H7 0.06 3.04 0.62  0.237

- <S²>: 15.756
- 2S+1: 8
- Net charge: 0
- Energy relative to the best compared isomer or geometry (same formula, charge and spin): 4.015 eV
- Molar mass: 229.435 g/mol
- DFT total energy: -26223.777 eV
- E_HOMO (spin up / spin down): -5.97 / -5.93 eV
- LUMO level (spin up / spin down): -0.61 / -0.91 eV

***

The following is a DFT calculation (ωB97M-V/def2-TZVPD) of a cluster of 3 separate species, C2H7O4 in total.

Each line ends with the Mulliken charge.
Cartesian coordinates (Å):
O1 -2.63 -0.69 1.63  -0.722
C1 -1.53 -0.68 1.06  0.567
O2 -0.89 -1.65 0.55  -0.797
C2 -0.74 0.63 0.94  -0.441
H1 -0.03 0.57 0.12  -0.092
H2 -1.29 1.59 0.87  0.290
H3 -0.13 0.74 1.85  0.197
H4 2.15 1.87 -0.45  0.310
H5 1.59 0.82 -1.37  0.322
O3 1.73 1.78 -1.31  -0.678
H6 0.44 -1.57 -0.51  0.469
H7 0.35 -1.89 -2.01  0.283
O4 0.98 -1.53 -1.36  -0.708

- 2S+1: 1
- Net charge: -1
- Energy relative to the best compared isomer or geometry (same formula, charge and spin): 0.346 eV
- Molar mass: 95.074 g/mol
- DFT total energy: -10379.715 eV
- E_HOMO: -4.52 eV
- LUMO level: 3.91 eV